[1]
C16H26B2N6O2Pt | wB97M-V/def2-TZVPD

Summary:
2S+1: 5
Energy relative to the best compared isomer or geometry (same formula, charge and spin), kcal/mol: 0.0
HOMO (spin up / spin down), eV: -15.36 / -15.27
Lowest unoccupied orbital energy (spin up / spin down), eV: -5.9 / -10.3
Charge: +2

Element x y z (Å)
Pt1 1.3300 0.8076 0.0851
O1 1.2828 0.3719 2.9975
O2 3.3809 0.1158 1.9830
N1 1.5194 -0.5122 -1.3851
N2 -1.4553 0.0142 -3.1970
N3 0.4886 1.8798 -2.6441
N4 0.9469 2.1687 -1.3664
N5 -1.9790 -0.4945 -2.0264
N6 0.9976 -0.5053 -2.6594
C1 1.6027 -1.4765 -3.3761
C2 2.1064 -1.5322 4.1906
C3 2.3298 -1.5897 -1.2659
C4 2.3675 -2.2413 -2.4976
C5 2.2203 -0.0002 3.9904
C6 1.0240 4.0429 -2.5955
C7 0.6346 2.9868 -3.4119
C8 -3.2792 -0.7174 -2.2156
C9 4.8140 -0.2804 3.8275
C10 3.5836 0.4366 3.3327
C11 1.8102 0.7283 5.2614
C12 3.9036 1.9352 3.4596
C13 -3.5815 -0.5453 -3.5871
C14 -1.7661 -2.5503 2.1284
C15 -2.3978 -0.0839 -4.1783
C16 1.1785 3.5164 -1.3006
B1 0.0474 0.5270 -3.2674
B2 2.0218 0.3968 1.8251
H1 5.6812 0.0163 3.2245
H2 -4.5143 -0.7243 -4.0639
H3 -3.9367 -0.9683 -1.4000
H4 1.1179 -1.7538 4.6256
H5 1.3923 4.0362 -0.3800
H6 2.5656 0.6101 6.0485
H7 2.1963 -2.0778 3.2351
H8 1.6532 1.7986 5.0741
H9 -2.2348 -1.7031 2.5504
H10 2.9330 -3.1129 -2.7467
H11 -2.0013 -2.6970 1.0696
H12 2.8320 -1.7800 -0.3164
H13 4.9586 0.0697 4.8662
H14 3.0230 2.5878 3.5110
H15 0.8680 0.3095 5.6426
H16 -2.2574 -3.3389 2.7366
H17 4.4919 2.0999 4.3657
H18 0.4646 2.9062 -4.4755
H19 -0.6773 -2.6110 2.2665
H20 0.2748 0.6198 -4.4476
H21 4.5365 2.2341 2.6123
H22 1.5269 -1.4764 -4.4558
H23 2.8675 -1.9195 4.8820
H24 4.7114 -1.3674 3.8022
H25 -2.1694 0.1568 -5.2139
H26 1.1827 5.0623 -2.9283

Cartesian forces (eV/Å) of the 2 atoms listed first:
-1.67 -0.26 -2.58
-0.25 0.56 -3.07

natural (NBO) population analysis, charges in e, atoms 1 to 8: Pt 1.05; O -0.66; O -0.70; N -0.34; N -0.33; N -0.33; N -0.41; N -0.07

***

[2]
C16H26Cl8N6 | wB97M-V/def2-TZVPD

Summary:
Energy relative to the best compared isomer or geometry (same formula, charge and spin), kcal/mol: 5.0
SMILES string: ClCCl.ClCCl.ClCCl.ClCCl.CC#N.CC#N.CC#N.CC#N.CC#N.CC#N
HOMO, eV: -10.77
Lowest unoccupied orbital energy, eV: 0.3

Element x y z (Å)
Cl1 -5.6039 -1.6910 0.4390
Cl2 -0.2314 1.0605 5.4691
Cl3 -0.7535 3.8843 -0.8031
Cl4 3.7665 -5.2431 1.7270
Cl5 -1.6714 -0.6078 3.6981
Cl6 -3.0511 -3.0305 -0.2808
Cl7 -2.5131 5.5118 0.8910
Cl8 2.8538 -2.7045 0.6185
N1 0.7305 -3.9120 -1.7495
N2 1.6319 1.5825 1.3103
N3 -3.2908 2.3692 -2.9416
N4 -1.7339 0.4891 0.6774
N5 -1.2444 -0.3860 -4.9013
N6 5.2042 2.8174 0.5216
C1 -4.1548 0.3371 -1.5196
C2 1.8733 2.7390 1.3431
C3 0.3662 1.6161 -4.1290
C4 0.2646 -4.2032 -0.6857
C5 -0.2532 -4.6266 0.6512
C6 -0.5463 0.5198 -4.6092
C7 4.6426 0.2654 0.5836
C8 -3.6553 1.4676 -2.3340
C9 0.3039 -0.6070 -0.6115
C10 -4.0185 -2.2659 0.9627
C11 3.6985 -4.2596 0.2474
C12 4.9685 1.6886 0.5605
C13 2.1345 4.2018 1.3683
C14 -0.8659 -0.0004 0.1007
C15 -2.3565 4.0512 -0.0449
C16 -0.4836 0.6792 3.7539
H1 -3.1727 4.0332 -0.7672
H2 3.1115 -4.8060 -0.4909
H3 0.6120 -1.4775 -0.0325
H4 -0.9886 -3.9628 1.1057
H5 -0.0026 -1.0905 -1.5391
H6 1.1638 0.0570 -0.6999
H7 0.5566 -4.8110 1.3572
H8 0.4746 0.4640 3.2810
H9 -4.4548 0.6037 -0.5062
H10 -4.2501 -2.8948 1.8224
H11 -0.0814 2.5168 -3.7088
H12 2.4662 4.4452 0.3589
H13 -3.3599 -0.3820 -1.3219
H14 -4.9156 -0.0692 -2.1861
H15 0.9264 1.1357 -3.3268
H16 2.8575 4.4535 2.1442
H17 -0.7881 -5.5683 0.5278
H18 4.5828 0.0294 1.6461
H19 1.0516 1.8555 -4.9421
H20 -3.4611 -1.4321 1.3894
H21 5.4883 -0.2669 0.1482
H22 1.2506 4.8083 1.5658
H23 -2.5801 3.2139 0.6163
H24 3.6953 -0.0502 0.1464
H25 4.7006 -4.1022 -0.1514
H26 -0.8942 1.5544 3.2504

Cartesian forces (eV/Å) of the 2 atoms listed first:
-0.12 -0.09 -0.23
0.35 0.32 -0.01

natural (NBO) population analysis, charges in e, atoms 1 to 8: Cl -0.02; Cl -0.04; Cl -0.04; Cl -0.02; Cl -0.03; Cl -0.01; Cl -0.02; Cl -0.05

***

[3]
C16H26F3NO3 | wB97M-V/def2-TZVPD

Summary:
SMILES string: COC[C@]1(CCCCCN)C(=O)O[C@@H](CCC(F)=C(F)F)[C@@H]1C
HOMO, eV: -7.95
Lowest unoccupied orbital energy, eV: -0.1

Element x y z (Å)
F1 1.4247 2.3362 5.1143
F2 0.4695 0.9208 6.4324
F3 -1.0002 0.5517 3.8318
O1 -1.1377 2.4711 -2.0780
O2 -0.1190 1.5275 1.3271
O3 -1.6803 0.6928 0.0669
N1 -3.1139 -3.9545 0.0542
C1 1.1768 -0.2956 3.1893
C2 0.1115 1.8234 -2.2334
C3 1.2047 -0.2991 -1.3205
C4 2.0459 0.5088 2.1860
C5 0.5492 1.0734 -0.9550
C6 -1.0255 -3.4670 -1.2593
C7 1.9065 3.2871 -0.3552
C8 1.2930 1.5961 1.3894
C9 0.3197 0.5236 4.1197
C10 0.7343 1.2345 5.1979
C11 -0.5617 1.0440 0.1275
C12 -2.1911 1.8564 -2.7877
C13 1.6800 1.7592 -0.1019
C14 0.2650 -1.3309 -1.9677
C15 -2.5294 -3.8233 -1.2816
C16 -0.7895 -1.9457 -1.0036
H1 -1.7420 -1.4355 -1.1854
H2 2.4341 3.7746 0.4631
H3 0.5256 -1.0141 2.6823
H4 -3.0466 -3.0580 -1.8674
H5 0.8821 -2.1510 -2.3618
H6 2.6529 1.3199 -0.3529
H7 -2.9856 2.5847 -2.9783
H8 1.5545 2.5240 1.9087
H9 -0.4851 -4.0100 -0.4733
H10 -2.6397 1.0365 -2.2062
H11 1.9804 -0.0553 -2.0602
H12 2.9043 0.9378 2.7116
H13 -2.6283 -4.8098 -1.7494
H14 0.9332 3.7493 -0.5623
H15 0.0932 1.1268 -3.0809
H16 -0.2829 -0.9394 -2.8333
H17 -2.6496 -4.7080 0.5525
H18 1.6856 -0.7406 -0.4424
H19 -1.8940 1.4500 -3.7658
H20 0.8293 2.6019 -2.5214
H21 2.4817 -0.2120 1.4773
H22 -0.5495 -3.6997 -2.2218
H23 -2.9425 -3.1209 0.6120
H24 2.4927 3.3655 -1.2791
H25 -0.5074 -1.7338 0.0343
H26 1.8710 -0.8736 3.8074

Cartesian forces (eV/Å) of the 2 atoms listed first:
2.15 0.07 0.36
-1.42 0.93 1.18

natural (NBO) population analysis, charges in e, atoms 1 to 8: F -0.29; F -0.28; F -0.30; O -0.54; O -0.50; O -0.55; N -0.83; C -0.46

***

[4]
C16H26N2O2S | wB97M-V/def2-TZVPD

Summary:
Energy relative to the best compared isomer or geometry (same formula, charge and spin), kcal/mol: 14.3
SMILES string: Cc1cc(C)c(S(=O)(=O)NCC[C@@H]2CCCN2C)c(C)c1
HOMO, eV: -8.56
Lowest unoccupied orbital energy, eV: 0.7

Element x y z (Å)
S1 -1.9352 -1.3729 -1.1897
O1 -2.5124 -2.0794 -2.3014
O2 -2.7820 -1.1426 -0.0505
N1 0.1555 3.3928 0.3219
N2 -1.4165 0.1169 -1.7930
C1 2.0466 -3.3594 -0.1003
C2 0.0369 2.1465 1.0775
C3 -0.1799 0.9636 0.1239
C4 -0.5426 4.4313 1.0553
C5 1.5011 3.7399 -0.0542
C6 0.6022 -2.2451 -1.6962
C7 -0.3963 -2.1803 -0.7261
C8 1.8157 -2.8312 -1.3624
C9 3.3640 -3.9915 0.2280
C10 -0.2126 -2.7400 0.5361
C11 -1.7452 3.6976 1.6316
C12 -1.1341 2.3617 2.0564
C13 -1.2836 -2.7670 1.5792
C14 1.0195 -3.3159 0.8286
C15 -1.3633 1.1857 -0.8118
C16 0.4017 -1.7179 -3.0800
H1 -0.7574 2.4322 3.0777
H2 -1.5623 -1.7600 1.8818
H3 -1.9935 0.3418 -2.5904
H4 -0.9456 -3.3204 2.4527
H5 -1.8518 1.5455 2.0160
H6 1.1430 -2.1405 -3.7544
H7 -2.1842 -3.2323 1.1856
H8 -2.2061 4.2332 2.4592
H9 -0.8173 5.2426 0.3774
H10 2.1542 3.9269 0.8153
H11 -0.5949 -1.9673 -3.4322
H12 0.4964 -0.6339 -3.0878
H13 1.4757 4.6411 -0.6661
H14 0.9615 1.9465 1.6467
H15 0.7159 0.8158 -0.4823
H16 3.4685 -4.1427 1.2991
H17 -2.4887 3.5437 0.8508
H18 4.1854 -3.3706 -0.1238
H19 1.9314 2.9324 -0.6443
H20 -0.3396 0.0585 0.7094
H21 -2.2948 1.2166 -0.2351
H22 0.0774 4.8515 1.8676
H23 -1.2278 2.1356 -1.3315
H24 3.4443 -4.9602 -0.2647
H25 1.1736 -3.7472 1.8074
H26 2.5972 -2.8816 -2.1070

Cartesian forces (eV/Å) of the 2 atoms listed first:
-0.21 0.36 -0.42
0.15 0.06 -0.08

natural (NBO) population analysis, charges in e, atoms 1 to 8: S 2.29; O -0.95; O -0.95; N -0.45; N -0.86; C 0.03; C -0.04; C -0.41

***

[5]
C16H26N2O4 | wB97M-V/def2-TZVPD

Summary:
Energy relative to the best compared isomer or geometry (same formula, charge and spin), kcal/mol: 96.0
SMILES string: CCC1(CC)C(=O)C(CO)=CN(CCN2CCOCC2)C1=O
HOMO, eV: -8.55
Lowest unoccupied orbital energy, eV: 0.2

Element x y z (Å)
O1 -2.0545 -2.3732 4.3308
O2 -1.3029 2.3398 -2.6027
O3 -3.4649 0.3661 0.2179
O4 2.6189 0.2324 -0.7317
N1 -0.0167 -1.4099 2.7514
N2 0.6090 0.4579 0.2959
C1 -1.9698 -2.7334 2.9286
C2 1.3587 -1.0705 2.1201
C3 1.5772 2.5181 -2.6358
C4 -0.7653 0.3565 0.2158
C5 1.2137 0.4048 1.6160
C6 -1.4543 0.8191 -0.8542
C7 3.0785 2.4050 -2.8473
C8 0.4266 0.3533 -4.6486
C9 -0.6272 -2.6274 2.3162
C10 -0.0445 -1.2149 4.2032
C11 -2.9319 0.6407 -1.0359
C12 0.9539 0.1209 -3.2615
C13 -0.6722 1.5529 -1.8455
C14 1.4261 0.6033 -0.7998
C15 0.8303 1.1887 -2.1509
C16 -1.4995 -1.0410 4.4294
H1 2.1369 -1.1045 2.8293
H2 0.5194 -0.3811 4.4722
H3 -3.0906 -0.1330 -1.7575
H4 1.4087 3.2106 -1.7907
H5 3.5079 3.3060 -3.3757
H6 1.0996 3.0938 -3.4935
H7 -0.5743 -2.6834 1.1901
H8 1.9900 -0.1285 -3.4089
H9 -1.1764 -0.1346 1.0718
H10 2.2466 0.8800 1.5866
H11 -2.6386 -2.1160 2.2948
H12 3.2588 1.5844 -3.5357
H13 -1.6920 -0.6455 5.3716
H14 0.5799 1.0341 2.2662
H15 -0.5320 0.8507 -4.6093
H16 3.5044 2.1671 -1.8866
H17 0.2641 -2.0956 4.8311
H18 -2.2999 -3.7775 2.8694
H19 1.5396 -1.7597 1.2335
H20 -0.0552 -3.4361 2.6381
H21 -4.0339 -0.4253 0.2913
H22 0.4877 -0.5040 -5.2894
H23 0.5417 -0.8015 -2.8751
H24 -1.8626 -0.4323 3.6044
H25 -3.4852 1.4852 -1.4196
H26 1.0663 1.0573 -5.1196

Cartesian forces (eV/Å) of the 2 atoms listed first:
0.03 0.71 -1.56
1.87 -1.51 1.60

natural (NBO) population analysis, charges in e, atoms 1 to 8: O -0.52; O -0.57; O -0.73; O -0.61; N -0.47; N -0.47; C -0.08; C -0.22

***

Number 2 is which compound?
C16H26Cl8N6